Below is a 11-piece molecular cluster, C10H42N8O14 overall, with properties calculated with ωB97M-V/def2-TZVPD.

XYZ file:
```
74
Properties=species:S:1:pos:R:3:lowdin_charge:R:1
N 1.02 -1.79 -4.85 0.17
C 1.04 -1.70 -3.47 -0.64
N 0.82 -2.88 -2.84 0.20
O 1.20 -0.61 -2.92 -0.02
H 1.21 -0.94 -5.34 0.11
H 1.13 -2.69 -5.28 0.10
H 0.98 -3.69 -3.42 0.11
H 0.87 -2.90 -1.84 0.08
N -1.81 -0.20 -3.88 0.17
C -2.61 0.85 -3.54 -0.68
N -3.22 0.73 -2.32 0.17
O -2.78 1.84 -4.24 0.02
H -1.42 -0.73 -3.12 0.07
H -1.37 -0.29 -4.78 0.10
H -4.08 1.23 -2.20 0.10
H -3.06 -0.06 -1.72 0.05
N 2.42 2.33 2.81 0.18
C 2.16 1.81 4.04 -0.63
N 2.75 2.47 5.08 0.16
O 1.38 0.89 4.23 -0.01
H 3.07 3.09 2.76 0.10
H 2.20 1.71 2.04 0.06
H 2.55 2.10 5.99 0.11
H 3.52 3.10 4.94 0.10
N -0.17 -0.30 -0.32 0.19
C 0.58 0.12 0.72 -0.66
N -0.04 0.05 1.93 0.19
O 1.76 0.47 0.57 -0.01
H 0.21 -0.19 -1.26 0.07
H -1.14 -0.53 -0.22 0.06
H -0.91 -0.43 2.03 0.09
H 0.56 0.12 2.74 0.06
O -0.78 4.12 1.26 -0.06
C -0.67 3.75 -0.11 -0.25
C 0.77 3.62 -0.54 -0.20
O 1.49 4.84 -0.20 -0.09
H -0.05 4.75 1.37 0.07
H -1.22 2.81 -0.28 0.11
H -1.25 4.43 -0.76 0.12
H 0.86 3.31 -1.58 0.11
H 1.23 2.93 0.16 0.09
H 1.12 5.56 -0.73 0.10
O -5.35 -0.73 -0.81 -0.06
C -5.11 -1.63 0.25 -0.24
C -3.65 -1.59 0.67 -0.23
O -2.68 -1.80 -0.36 -0.10
H -6.25 -0.85 -1.13 0.09
H -5.59 -1.27 1.17 0.13
H -5.40 -2.64 -0.06 0.13
H -3.51 -2.33 1.47 0.13
H -3.41 -0.62 1.11 0.12
H -2.62 -2.74 -0.56 0.11
O 0.27 -4.63 0.27 -0.08
C 0.85 -3.46 0.87 -0.24
C 1.55 -3.80 2.17 -0.23
O 2.70 -4.59 1.91 -0.05
H 0.89 -5.36 0.39 0.08
H 1.46 -3.01 0.08 0.10
H 0.03 -2.78 1.10 0.10
H 0.84 -4.40 2.73 0.13
H 1.81 -2.85 2.64 0.12
H 2.63 -5.43 2.37 0.09
O 3.56 -1.42 -1.42 -0.06
H 3.43 -0.81 -2.16 0.02
H 3.16 -0.96 -0.67 0.01
O -0.66 0.16 6.20 -0.07
H -0.07 0.02 5.45 -0.01
H -1.20 0.91 5.93 0.03
O 3.90 3.36 -0.27 -0.06
H 3.07 3.88 -0.26 -0.01
H 3.94 2.91 0.57 0.01
O 0.65 2.02 -3.67 -0.07
H -0.29 2.21 -3.57 0.01
H 0.77 1.11 -3.33 -0.02
```

Summary:
* energy: -51640.6908 eV
* orbital gap: 9.8 eV
* SMILES string: NC(N)=O.NC(N)=O.NC(N)=O.NC(N)=O.OCCO.OCCO.OCCO.O.O.O.O
* HOMO level: -9.7 eV
* ΔE to the lowest compared entry with this formula, charge and spin: 0.0 kcal/mol


Below is C10H4AuN2O4 as an isolated structure, with properties calculated with ωB97M-V/def2-TZVPD.

XYZ file:
```
21
Properties=species:S:1:pos:R:3:lowdin_charge:R:1
Au -0.38 -0.54 -1.90 0.94
O -0.93 2.60 -1.92 0.27
C -0.76 1.46 -1.95 -0.05
C 1.51 -1.24 -1.93 -0.07
O 2.60 -1.62 -1.93 0.27
C -1.94 -1.83 -1.91 -0.07
O -2.81 -2.57 -1.93 0.27
C -0.40 -0.55 -3.93 -0.06
O -0.39 -0.53 -5.09 0.28
N 0.75 1.15 5.19 0.64
C 0.60 0.89 4.04 0.14
C 0.41 0.58 2.64 -0.12
C 1.39 0.93 1.72 0.09
C 1.19 0.62 0.40 -0.05
N 0.06 -0.02 0.17 -0.09
C -0.95 -0.37 0.95 -0.04
C -0.76 -0.07 2.27 0.09
H 2.28 1.43 1.99 0.15
H 1.89 0.87 -0.39 0.15
H -1.82 -0.87 0.54 0.13
H -1.53 -0.34 2.94 0.15
```

Summary:
* energy: -25255.8800 eV
* orbital gap (spin up / spin down): 7.7 / 4.4 eV
* spin multiplicity: 3
* HOMO level (spin up / spin down): -20.6 / -22.5 eV
* ΔE to the lowest compared entry with this formula, charge and spin: 35.3 kcal/mol
* expectation value of S²: 2.04
* total charge: +3


Below is C10H5NO5PbS as an isolated structure, with properties calculated with ωB97M-V/def2-TZVPD.

XYZ file:
```
23
Properties=species:S:1:pos:R:3:lowdin_charge:R:1
O 0.57 0.67 -5.76 0.19
C 0.57 0.67 -4.60 -0.01
Pb 0.57 0.67 -2.15 0.93
O -1.22 -2.35 -1.61 0.19
C -0.64 -1.37 -1.79 -0.06
C 1.78 2.72 -1.96 -0.13
O 2.35 3.66 -1.63 0.18
C -1.46 1.85 -1.83 -0.07
O -2.42 2.45 -1.62 0.19
C 2.57 -0.54 -1.82 -0.09
O 3.56 -1.10 -1.61 0.19
S 1.21 1.53 0.92 0.69
C 0.19 0.33 1.47 -0.81
N 0.64 -0.97 1.68 0.06
C -0.01 -1.93 2.46 0.00
C -1.27 -1.60 2.96 -0.03
C -1.84 -0.34 2.68 0.00
C -1.13 0.58 1.91 -0.09
H 1.57 -1.19 1.36 0.13
H 0.53 -2.89 2.61 0.16
H -1.79 -2.34 3.56 0.13
H -2.84 -0.07 3.09 0.15
H -1.49 1.58 1.68 0.11
```

Summary:
* energy: -38240.0591 eV
* orbital gap: 6.4 eV
* HOMO level: -14.9 eV
* total charge: +2


- energy of number 1 (C10H42N8O14)?
  -51640.6908 eV


Repeat the third record exactly.
Below is C10H5NO5PbS as an isolated structure, with properties calculated with ωB97M-V/def2-TZVPD.

XYZ file:
```
23
Properties=species:S:1:pos:R:3:lowdin_charge:R:1
O 0.57 0.67 -5.76 0.19
C 0.57 0.67 -4.60 -0.01
Pb 0.57 0.67 -2.15 0.93
O -1.22 -2.35 -1.61 0.19
C -0.64 -1.37 -1.79 -0.06
C 1.78 2.72 -1.96 -0.13
O 2.35 3.66 -1.63 0.18
C -1.46 1.85 -1.83 -0.07
O -2.42 2.45 -1.62 0.19
C 2.57 -0.54 -1.82 -0.09
O 3.56 -1.10 -1.61 0.19
S 1.21 1.53 0.92 0.69
C 0.19 0.33 1.47 -0.81
N 0.64 -0.97 1.68 0.06
C -0.01 -1.93 2.46 0.00
C -1.27 -1.60 2.96 -0.03
C -1.84 -0.34 2.68 0.00
C -1.13 0.58 1.91 -0.09
H 1.57 -1.19 1.36 0.13
H 0.53 -2.89 2.61 0.16
H -1.79 -2.34 3.56 0.13
H -2.84 -0.07 3.09 0.15
H -1.49 1.58 1.68 0.11
```

Summary:
* energy: -38240.0591 eV
* orbital gap: 6.4 eV
* HOMO level: -14.9 eV
* total charge: +2